[1]
This record from the Open Molecules 2025 dataset describes C8H24INO6Pd as an isolated structure. The level of theory is wB97M-V/def2-TZVPD.

```
41
Properties=species:S:1:pos:R:3:forces:R:3
H 2.8988 0.4999 0.3027 0.334 -0.236 -0.206
N -0.4536 -0.0667 -1.3605 -1.542 0.269 0.035
H -3.0074 0.0153 -5.0706 0.049 0.648 -0.072
H -0.9024 0.8925 3.9049 -0.205 0.567 -0.394
H -1.0661 -0.6029 -1.9584 -0.630 -2.015 1.227
H 0.3750 3.0096 -2.3878 -0.480 0.217 -0.231
H -1.5969 1.6458 -2.0237 0.090 -0.263 0.700
C -0.6675 1.1008 -2.1890 1.956 0.742 -1.761
O -0.7990 0.2668 3.1842 -0.353 0.601 0.330
Pd -0.9878 0.3894 0.8720 -0.472 -0.295 -1.045
H 2.3113 -1.6069 2.4325 0.115 0.058 0.255
H -3.3590 -1.2652 -3.9988 0.439 -0.290 0.292
H -3.1467 0.2986 -3.2602 -0.509 0.336 -0.263
H 0.2533 -2.5814 1.1991 0.578 -0.677 -0.802
I -3.7384 -0.6174 0.5787 0.621 0.289 -0.005
H 0.8767 2.1685 -1.0329 -0.129 -0.576 0.207
C 2.2496 -0.1666 0.8705 0.174 0.110 0.212
O -1.2206 2.4585 0.6600 0.233 0.370 -0.187
C -2.7846 -0.3412 -4.0649 -1.435 0.262 0.193
H -1.7608 -2.2616 2.8962 -0.267 -0.248 -0.977
H -1.0448 -0.9941 4.7400 -0.131 -0.622 -0.023
H -0.5754 2.8993 0.0735 -0.470 -0.576 0.522
O -0.2187 -1.8005 1.4976 -0.966 0.230 2.113
C -0.6455 0.5641 -3.6651 0.263 1.269 0.763
H 1.8173 -0.9136 0.2047 -0.338 0.161 -0.154
H 0.5880 -1.0237 4.0334 0.330 0.767 0.416
C 3.0331 -0.9614 1.9322 -1.407 0.704 -0.646
H 0.3915 0.2587 -3.8042 -0.054 -0.141 -0.461
O 3.5860 -0.0556 2.8500 0.437 0.175 0.789
H 1.4634 1.7737 -2.6243 -0.135 -0.981 -0.128
C 0.5562 1.9864 -2.0587 0.170 2.247 0.218
O 1.1960 0.7071 1.3857 1.225 -1.146 -0.417
H -0.8994 1.3954 -4.3228 0.014 0.051 -0.411
H -0.2723 -3.0889 3.1638 0.546 0.304 0.261
H 1.5969 1.3447 1.9810 -0.069 0.070 0.166
O -1.4417 -0.5494 -3.8766 1.210 -1.485 -0.154
C -0.4756 -0.9353 3.8123 1.631 -2.068 -0.567
H 0.4503 -0.4371 -1.6172 0.591 -0.115 0.353
C -0.6801 -2.1309 2.8412 -1.638 1.055 0.096
H 3.7691 -1.6330 1.4903 0.063 0.121 -0.302
H 4.3318 0.3580 2.4092 0.161 0.113 0.059
```
Forces are in eV/Å.

HOMO-LUMO gap (spin up / spin down) = 2.642 / 7.380 eV
charge = -1
F_max = 0.0532 hartree/bohr
ΔE to the lowest compared entry with this formula, charge and spin = 0.5273 eV
multiplicity = 4

Atomic partial charges in e from the natural (NBO) method, atoms 1 to 8: atom 1 (H): 0.15, atom 2 (N): -0.83, atom 3 (H): 0.16, atom 4 (H): 0.49, atom 5 (H): 0.40, atom 6 (H): 0.21, atom 7 (H): 0.23, atom 8 (C): -0.10

---

[2]
This record from the Open Molecules 2025 dataset describes C8H24IO4 as an isolated structure. The level of theory is wB97M-V/def2-TZVPD.

```
37
Properties=species:S:1:pos:R:3:forces:R:3
H 2.2514 -3.3288 -1.9485 -0.041 -0.043 0.158
H 1.8322 -1.3950 -0.5564 0.707 0.808 -0.206
H 0.2292 -0.2108 0.5239 -0.058 -1.453 0.785
H 2.5710 -1.5869 3.6103 -0.444 -0.178 0.184
H 1.8626 1.5997 1.6561 0.942 0.147 0.546
I 0.7916 1.3765 0.1629 4.552 2.992 -2.218
C 2.7172 -0.7532 2.9235 -0.873 0.050 0.871
H 2.8891 -1.9799 -2.8722 0.014 0.050 -0.177
H 0.4578 -2.0497 -1.0958 -0.451 0.257 -0.599
C 1.5292 0.2558 3.0056 0.853 -0.857 0.128
C -2.1220 2.5164 -0.1832 0.728 1.259 0.598
H -2.6780 -1.7632 0.8159 -0.094 0.113 0.038
O -0.9807 3.3030 0.0973 -2.467 2.393 -0.368
C 1.2785 -1.4527 -1.4935 0.620 -1.503 -0.668
H 2.8173 -1.2424 1.9546 0.470 0.607 -0.198
O 1.8768 1.5353 2.6138 1.415 0.959 2.772
H -3.5425 2.3784 -1.7172 -0.555 0.373 -0.064
H -3.3047 -1.6259 -0.8367 -0.003 0.172 -0.111
H -1.9738 2.5781 -2.3195 0.434 0.393 0.079
H 0.7113 -0.0879 2.3723 -0.262 -0.323 0.609
H 1.2546 0.3541 4.0559 -0.399 -0.259 0.007
H -0.3346 2.6704 0.4195 -0.690 1.638 0.936
O -0.3067 -1.0069 0.4979 -2.663 -3.037 0.637
O 0.9362 -0.2189 -2.1100 0.996 -2.838 -1.861
H -2.0826 -2.8178 -0.4354 0.187 -0.029 -0.082
C -1.2794 -0.7864 -0.4968 -0.951 -1.100 -0.001
H 0.6589 0.3831 -1.4155 -0.120 0.153 -0.609
C 1.9743 -2.4086 -2.4629 0.207 0.568 0.005
H -2.7624 4.0153 -1.5455 -0.100 -0.117 -0.243
H -1.8428 1.4628 -0.1734 -0.449 0.972 0.302
H 1.2996 -2.6835 -3.2737 0.032 0.101 -0.148
H -2.8159 2.7187 0.6327 -0.636 -0.264 -0.106
C -2.6254 2.9342 -1.5216 -0.729 -0.799 -0.442
H -0.8361 -0.8835 -1.4878 -0.596 -0.438 -0.054
C -2.4088 -1.7963 -0.2398 0.202 0.294 -0.011
H 3.5802 -0.2516 3.3614 0.389 0.053 -0.756
H -1.6226 0.2480 -0.5183 -0.169 -1.114 0.266
```
Forces are in eV/Å.

HOMO-LUMO gap = 8.073 eV
charge = -1
F_max = 0.1144 hartree/bohr
ΔE to the lowest compared entry with this formula, charge and spin = 6.8035 eV

Atomic partial charges in e from the natural (NBO) method, atoms 1 to 8: atom 1 (H): 0.19, atom 2 (H): 0.17, atom 3 (H): 0.38, atom 4 (H): 0.19, atom 5 (H): 0.42, atom 6 (I): -0.32, atom 7 (C): -0.65, atom 8 (H): 0.19

---

[3]
This record from the Open Molecules 2025 dataset describes C8H24MnO8S as an isolated structure. The level of theory is wB97M-V/def2-TZVPD.

```
42
Properties=species:S:1:pos:R:3:forces:R:3
H 1.8152 1.5467 0.0040 -0.170 -0.102 0.001
H 2.9273 -0.1488 1.4209 0.016 0.054 -0.119
C -1.9989 1.7278 -2.3911 0.055 0.248 -0.399
H 3.9066 0.8470 -2.0964 0.080 0.034 0.017
O -0.1731 -2.4307 0.3011 0.136 -0.242 0.513
C 0.9281 -2.9391 1.0293 0.260 -0.136 0.143
H 1.5237 -3.6327 0.4298 -0.067 -0.003 0.010
H 4.1609 -0.4017 0.1971 0.072 0.103 -0.061
H -2.8144 1.0701 -2.1186 0.000 -0.072 0.072
O -0.8816 1.4585 -1.5070 -0.120 0.454 0.100
O -2.6622 -1.1231 -3.5211 -0.084 0.086 0.240
C 3.4783 0.3443 0.6119 -0.217 -0.358 0.434
O -0.5006 -1.5913 -2.4990 -0.066 -0.120 -0.131
O 1.7385 -0.2368 -0.9724 0.362 0.447 0.420
H 4.0597 1.1427 1.0693 0.064 0.095 -0.146
H -1.2355 -0.5265 3.5822 -0.093 0.042 -0.020
S -2.0149 -1.8336 -2.4367 0.245 -0.054 -0.447
H -2.2984 0.3695 0.8621 0.116 -0.166 -0.057
H -0.7248 -3.1507 -0.0315 -0.153 0.134 -0.324
H 0.6132 -3.4342 1.9522 -0.045 -0.027 -0.075
H -2.9473 -0.4332 3.2007 -0.138 -0.242 -0.082
H -1.7349 2.6661 1.5546 -0.116 -0.069 -0.085
H 2.5453 1.9527 -2.3072 -0.009 -0.123 0.007
H 2.3345 -0.8667 -1.3905 -0.175 -0.175 -0.224
C 3.2494 1.5478 -1.5778 -0.095 0.268 -0.284
O -2.3286 -3.2435 -2.3657 0.241 -0.158 0.176
O -0.2908 0.4117 1.2787 -0.735 0.268 0.320
H -0.3965 2.2697 -1.3414 0.004 -0.015 -0.068
C -1.9652 -0.5928 2.7632 0.598 0.371 0.061
C 2.5257 0.8548 -0.4492 0.253 -0.044 -0.044
C -1.9422 1.8988 2.3015 0.408 0.006 0.035
O -2.3259 -1.1842 -1.0793 -0.440 0.366 0.230
H 1.5658 -2.0986 1.3025 -0.074 0.035 -0.051
H -2.2846 2.7795 -2.3211 -0.031 -0.080 0.200
C -1.6801 0.5073 1.7517 -0.125 0.126 0.049
H 0.2551 0.5606 2.0548 0.326 -0.101 0.006
H -1.8598 -1.5779 2.3166 -0.240 -0.021 -0.083
H -2.9790 1.9785 2.6212 -0.030 0.066 0.017
H 3.8429 2.3835 -1.2054 0.087 -0.079 0.043
Mn -0.4222 -0.5028 -0.7327 -0.022 -0.540 -0.503
H -1.2927 2.1146 3.1588 -0.125 -0.114 0.044
H -1.7159 1.5168 -3.4204 0.047 -0.161 0.061
```
Forces are in eV/Å.

HOMO-LUMO gap (spin up / spin down) = 7.357 / 7.739 eV
F_max = 0.0164 hartree/bohr
ΔE to the lowest compared entry with this formula, charge and spin = 0.0000 eV
multiplicity = 6

Atomic partial charges in e from the natural (NBO) method, atoms 1 to 8: atom 1 (H): 0.18, atom 2 (H): 0.21, atom 3 (C): -0.25, atom 4 (H): 0.21, atom 5 (O): -0.76, atom 6 (C): -0.24, atom 7 (H): 0.18, atom 8 (H): 0.21

---

Number 1: total energy -34036.814 eV. Number 2: total energy -24971.767 eV. Number 3: total energy -67222.142 eV.